1.
Here is a molecular structure, C14H24F2LiN3O10S2 from the OMol25 dataset. Energies are from ωB97M-V with the def2-TZVPD basis set.

Element x y z (Å)
1 Li 1.4908 0.3758 1.0253
2 C -0.3092 6.2404 -5.6883
3 C -1.5972 6.1528 -6.2968
4 C -2.6138 5.1247 -5.6898
5 O -3.7597 5.0093 -6.2460
6 C -2.2321 4.3570 -4.4868
7 C -1.0633 4.6696 -3.8526
8 C -0.0317 5.5880 -4.5322
9 O 1.2344 5.6961 -4.1587
10 O -0.8784 4.0802 -2.7221
11 O -1.9367 6.8438 -7.2091
12 H 0.3725 6.9643 -6.1098
13 H -2.9176 3.6088 -4.1169
14 N 4.1721 2.4652 3.2156
15 S 5.7280 1.8191 3.5626
16 O 5.7469 0.6395 4.3659
17 O 6.8329 2.7766 3.5911
18 F 5.9227 1.1468 2.0729
19 S 3.9573 2.7941 4.7190
20 O 4.7585 3.8226 5.3412
21 O 3.4057 1.7412 5.5735
22 F 2.6265 3.6101 4.3148
23 C -4.1519 -2.1377 3.7422
24 C -3.3662 -0.9866 4.2489
25 C -3.7856 -0.6937 5.6758
26 O -5.1588 -0.5383 5.9376
27 C -5.7648 0.6243 5.3736
28 N -1.9221 -1.2740 4.2206
29 H -3.8894 -2.4712 2.7383
30 H -5.2019 -1.8992 3.5726
31 H -4.0973 -3.0728 4.2996
32 H -3.5362 -0.1952 3.5189
33 H -3.2695 0.1452 6.1427
34 H -3.4794 -1.5011 6.3409
35 H -5.6282 0.5686 4.2936
36 H -5.4034 1.5667 5.7850
37 H -6.8276 0.5032 5.5830
38 H -1.3562 -0.7652 4.8846
39 H -1.7314 -2.1898 4.6015
40 C 2.9551 -2.0370 -3.6733
41 C 2.2528 -3.2052 -3.0368
42 C 2.2832 -4.4940 -3.8071
43 O 1.4725 -5.5048 -3.2109
44 C 1.5806 -6.7638 -3.8494
45 N 2.6790 -3.2648 -1.6829
46 H 3.0008 -1.1218 -3.0831
47 H 2.3841 -1.7257 -4.5480
48 H 3.9118 -2.1308 -4.1872
49 H 1.1919 -2.9605 -3.0893
50 H 3.3264 -4.8023 -3.7376
51 H 1.9680 -4.2658 -4.8253
52 H 1.0774 -7.4727 -3.1919
53 H 2.6079 -7.1277 -3.8698
54 H 1.1733 -6.7957 -4.8600
55 H 2.1435 -4.0075 -1.2565
56 H 3.6529 -3.5292 -1.7234

Total charge: -2
E_HOMO, eV: -0.410
Orbital gap, eV: 1.79
Energy, hartree: -2467.9782

2.
Here is a molecular structure, C14H24GaN2O3 from the OMol25 dataset. Energies are from ωB97M-V with the def2-TZVPD basis set.

Element x y z (Å)
1 C 1.8614 2.0826 3.1830
2 C 2.1091 0.6077 3.3551
3 O 2.3119 0.0635 4.4133
4 O 2.0818 -0.0349 2.1737
5 C 1.5246 -1.3720 2.1849
6 C 0.8770 -1.6325 0.8239
7 C -0.6308 -1.9140 0.9415
8 Ga -1.7300 -0.4369 1.8466
9 C -3.7010 -0.9236 1.8979
10 C -1.3922 1.3538 0.9120
11 C -0.6414 1.4924 -0.2638
12 C -0.4195 2.7450 -0.8264
13 N -0.8874 3.8876 -0.3248
14 C -1.6124 3.7724 0.7887
15 C -1.8813 2.5655 1.4229
16 H 2.0419 2.5985 4.1250
17 H 0.8288 2.2422 2.8678
18 H 2.5208 2.4880 2.4136
19 H 2.3191 -2.0915 2.4000
20 H 0.7863 -1.4278 2.9849
21 H 1.3944 -2.4609 0.3247
22 H 1.0568 -0.7501 0.2134
23 H -1.0449 -2.1760 -0.0402
24 H -0.7615 -2.8046 1.5740
25 H -1.2103 -0.2678 3.3781
26 H -4.1754 -0.4422 2.7584
27 H -4.2589 -0.6620 0.9949
28 H -3.7912 -2.0052 2.0509
29 H -0.2115 0.6262 -0.7562
30 H 0.1826 2.8279 -1.7287
31 H -2.0034 4.6977 1.2058
32 H -2.4661 2.5772 2.3385
33 C 1.4158 -1.6863 -2.7875
34 O 2.1090 -0.9831 -2.0870
35 N 0.9577 -1.3284 -4.0094
36 C 0.1153 -2.1951 -4.8001
37 C 1.3222 -0.0193 -4.5193
38 H 1.0735 -2.6871 -2.4703
39 H 0.5883 -2.4325 -5.7569
40 H -0.8509 -1.7248 -4.9974
41 H -0.0579 -3.1232 -4.2584
42 H 2.4063 0.0720 -4.5991
43 H 0.9701 0.7639 -3.8470
44 H 0.8732 0.1179 -5.5008

Total charge: -1
E_HOMO, eV: -4.877
Orbital gap, eV: 7.41
Energy, hartree: -2807.8974

3.
Here is a single C14H24N2S molecule from the OMol25 dataset. Energies are from ωB97M-V with the def2-TZVPD basis set.

Element x y z (Å)
1 C -4.7569 1.8111 1.1799
2 C -4.4185 0.8787 -0.0022
3 C -4.6104 -0.6482 0.0782
4 C -3.6930 -1.3734 1.0903
5 C -2.5246 -2.0625 0.3628
6 C -1.6372 -1.0674 -0.4270
7 C -0.3251 -1.6901 -0.9850
8 C 0.5184 -0.7600 -1.9004
9 C 0.9022 0.4804 -1.1478
10 N 0.0843 1.5311 -1.1544
11 C 0.5606 2.6179 -0.5160
12 C 1.8595 2.6054 0.1169
13 N 2.6116 1.5738 0.2159
14 C 2.1228 0.4617 -0.3896
15 S 3.0205 -1.0845 -0.3056
16 C 4.4489 -0.5917 0.7405
17 C 4.1730 -0.6167 2.2951
18 H -4.5762 1.0831 2.1588
19 H -6.0263 2.2118 1.1999
20 H -4.0325 2.8680 1.2569
21 H -4.8128 1.2413 -1.0172
22 H -3.3116 1.1238 -0.1358
23 H -5.5909 -0.9341 0.4952
24 H -4.6296 -1.2107 -0.8532
25 H -3.3886 -0.6220 1.8656
26 H -4.2599 -2.1216 1.5823
27 H -2.9391 -2.8062 -0.4469
28 H -1.8882 -2.5289 1.0405
29 H -1.2826 -0.2311 0.1213
30 H -2.2373 -0.7291 -1.2463
31 H 0.3749 -1.8736 -0.1296
32 H -0.5730 -2.6292 -1.5181
33 H 1.4389 -1.1976 -2.2187
34 H -0.0711 -0.5107 -2.8131
35 H -0.1320 3.4987 -0.3911
36 H 2.3875 3.5419 0.4868
37 H 4.9983 0.3548 0.4520
38 H 5.2459 -1.3648 0.5775
39 H 3.8239 0.4861 2.6723
40 H 5.1796 -0.8794 2.8955
41 H 3.3858 -1.4250 2.4488

Total charge: 0
E_HOMO, eV: -8.384
Orbital gap, eV: 8.92
SMILES: CCCCCCCCc1nccnc1SCC
Energy, hartree: -1055.4303

4.
Here is a single C14H24N6O2 molecule from the OMol25 dataset. Energies are from ωB97M-V with the def2-TZVPD basis set.

Element x y z (Å)
1 C -2.4036 4.0612 0.3003
2 C -2.7071 2.5679 0.3341
3 C -2.2672 1.8356 -0.9344
4 C -0.7447 1.7478 -1.0870
5 N -0.1325 0.9835 -0.0300
6 C -0.2273 -0.3483 0.2143
7 N -0.9345 -1.1917 -0.5764
8 C -0.7417 -2.6181 -0.4234
9 C 0.5597 -3.1560 -1.0379
10 N 0.3977 -3.6081 -2.4096
11 C 0.1163 -2.5276 -3.3311
12 C 1.5476 -4.3773 -2.8414
13 N 0.3948 -0.7204 1.3280
14 C 0.9070 0.4214 1.8334
15 C 0.6047 1.5072 1.0245
16 C 1.0694 2.8195 1.3116
17 O 0.9123 3.8460 0.6740
18 N 1.7985 2.8180 2.5039
19 C 2.1150 1.7741 3.3512
20 O 2.7714 1.9496 4.3538
21 N 1.6396 0.5370 2.9754
22 C 1.9194 -0.6294 3.7816
23 H -2.8448 4.5191 -0.5827
24 H -1.3337 4.2486 0.2921
25 H -2.8211 4.5448 1.1802
26 H -2.2210 2.1143 1.2008
27 H -3.7841 2.4247 0.4519
28 H -2.6835 0.8252 -0.9201
29 H -2.6652 2.3545 -1.8086
30 H -0.3027 2.7445 -1.0517
31 H -0.4949 1.2899 -2.0525
32 H -1.0950 -0.8623 -1.5170
33 H -0.7286 -2.8033 0.6508
34 H -1.5932 -3.1318 -0.8726
35 H 1.3422 -2.3811 -0.9432
36 H 0.8774 -4.0209 -0.4529
37 H -0.8816 -2.1339 -3.1405
38 H 0.1270 -2.9167 -4.3479
39 H 0.8508 -1.7075 -3.2669
40 H 1.3638 -4.7589 -3.8445
41 H 2.4768 -3.7871 -2.8543
42 H 1.6837 -5.2241 -2.1708
43 H 2.1670 3.7172 2.7928
44 H 0.9847 -1.0735 4.1232
45 H 2.5192 -0.3086 4.6309
46 H 2.4623 -1.3648 3.1883

Total charge: 0
E_HOMO, eV: -7.796
Orbital gap, eV: 8.39
SMILES: CCCCn1c(NCCN(C)C)nc2c1c(=O)[nH]c(=O)n2C
Energy, hartree: -1026.9606

The calculation returns the following maximum force values, one per record and in order: 0.1360, 0.0113, 0.0819, 0.0269 hartree/bohr.